C22H13Cl2F2NO3 | ωB97M-V with the def2-TZVPD basis set

Summary:
**Kohn-Sham gap**: 7.92 eV
**Energy**: -2246.69089 Ha
**Relative energy (zero: lowest compared OMol25 entry of this formula, charge and spin)**: 0.0217 eV
**M**: 448.252 g/mol
**HOMO level**: -8.147 eV
**Net charge**: 0
**Strongest force on any atom**: 0.06426 hartree/bohr
**LUMO energy**: -0.2 eV
**SMILES**: O=C(O)c1ccc(N2C=C(C(=O)c3c(Cl)cccc3Cl)[C@@H]3C=CC=C(F)[C@H]32)c(F)c1

CARTESIAN COORDINATES (ANGSTROEM)
O -5.68 4.43 -3.78
C -4.88 4.92 -2.98
O -4.80 6.27 -2.77
C -3.93 4.06 -2.27
C -4.14 2.67 -2.25
C -3.30 1.82 -1.46
C -2.24 2.29 -0.68
N -1.44 1.34 0.04
C -0.08 1.51 0.24
C 0.49 0.33 0.68
C 1.95 0.12 0.83
O 2.68 1.10 0.76
C 2.50 -1.21 1.07
C 2.95 -2.04 0.04
Cl 2.80 -1.58 -1.63
C 3.54 -3.26 0.33
C 3.57 -3.73 1.65
C 3.02 -2.95 2.68
C 2.51 -1.68 2.40
Cl 2.02 -0.61 3.69
C -0.56 -0.68 1.05
C -0.64 -2.19 0.92
C -1.89 -2.78 1.10
C -3.07 -1.92 1.24
C -3.04 -0.61 0.89
F -4.15 0.16 0.98
C -1.76 -0.11 0.23
C -1.99 3.70 -0.78
F -1.01 4.28 -0.03
C -2.82 4.56 -1.54
H -5.57 6.66 -3.18
H -4.96 2.19 -2.77
H -3.56 0.77 -1.50
H 0.53 2.37 0.08
H 3.96 -3.89 -0.44
H 4.03 -4.71 1.90
H 2.99 -3.27 3.73
H -0.73 -0.45 2.08
H 0.24 -2.80 0.77
H -1.96 -3.90 1.11
H -4.01 -2.32 1.64
H -1.72 -0.55 -0.75
H -2.64 5.65 -1.52